This record from OMol25 describes a molecular structure, C18H41AlN2P3S2 at a distorted geometry. The level of theory is the ωB97M-V functional and the def2-TZVPD basis.

## Properties
Strongest force on any atom (eV/Å): 3.24
Energy (Ha): -2881.890903
Gap between HOMO and LUMO (eV): 4.13
Net charge: +3
Molecular weight (g/mol): 469.58
HOMO level (eV): -15.29
Relative energy (zero: lowest compared OMol25 entry of this formula, charge and spin) (kcal per mole): 0.0
Spin multiplicity: 1
Lowest unoccupied orbital energy (Eh): -0.4102

Each line ends with the Löwdin charge.
Positions of all 67 atoms, in Å:
Al -0.0092 -0.2762 0.7295  0.16
P 1.9227 0.8868 1.9753  0.80
P -1.8740 1.8347 1.2735  0.74
P 0.5896 1.1389 -1.2382  0.78
H -0.7479 -2.9285 0.9699  0.08
C 0.1408 -2.4892 0.4931  -0.12
C 1.2890 -2.1788 1.2623  -0.04
H 1.3199 -2.3513 2.3555  0.09
C 2.5083 0.4328 3.6486  -0.23
C 1.7264 2.6955 2.2514  -0.22
C 3.5468 0.9020 1.0983  -0.22
C -3.4536 1.2088 0.5639  -0.25
C -2.5450 2.3432 2.9210  -0.27
C -1.8338 3.5134 0.5147  -0.25
C 1.9604 0.2656 -2.0918  -0.26
C 1.2468 2.8578 -1.2349  -0.20
C -0.8076 1.2881 -2.4157  -0.27
H 0.2059 -2.7718 -0.5647  0.04
H 2.2805 -2.1792 0.7951  0.11
H 2.6284 -0.6501 3.7430  0.05
H 1.8150 0.7720 4.4284  0.03
H 3.4846 0.9087 3.8042  0.07
H 0.8280 2.9027 2.8448  0.04
H 1.6497 3.2425 1.3064  0.03
H 2.6022 3.0759 2.7967  0.09
H 3.7685 -0.0981 0.6977  0.05
H 4.3331 1.1677 1.8195  0.07
H 3.5702 1.6263 0.2715  0.04
H -4.2623 1.9482 0.6667  0.08
H -3.7433 0.2832 1.0738  0.05
H -3.3086 0.9778 -0.4972  0.04
H -3.3848 3.0482 2.7989  0.08
H -1.7649 2.8569 3.5016  0.04
H -2.8944 1.4694 3.4873  0.04
H -2.7086 4.1064 0.8210  0.07
H -1.8164 3.4584 -0.5789  0.03
H -0.9319 4.0427 0.8457  0.04
H 1.8997 0.4919 -3.1686  0.08
H 1.8736 -0.8231 -1.9443  0.00
H 2.9404 0.5687 -1.6899  0.05
H 1.4296 3.1810 -2.2729  0.10
H 2.1955 2.9220 -0.6923  0.03
H 0.5327 3.5516 -0.7770  0.03
H -0.4347 1.1593 -3.4470  0.07
H -1.2999 2.2665 -2.3136  0.05
H -1.5770 0.5247 -2.2254  0.00
C -0.7487 -2.9743 -4.2434  -0.61
C -1.8657 -2.8388 -5.1150  -0.09
C -1.9460 -3.6422 -6.2700  -0.05
C -0.9522 -4.6054 -6.5391  -0.04
C 0.0721 -4.8313 -5.5985  -0.06
C 0.1375 -4.0563 -4.4451  -0.12
S -0.3529 -1.8071 -3.0047  0.82
H -1.3922 -1.6364 -2.0714  -0.08
H -2.6634 -2.1203 -4.8825  0.11
H -2.7791 -3.5440 -6.9887  0.12
H -0.9771 -5.1979 -7.4623  0.12
H 0.8218 -5.6116 -5.7591  0.12
H 0.8828 -4.2383 -3.6661  0.10
N -0.0173 -1.8637 4.8525  0.16
C -0.5555 -0.7810 4.2689  -0.76
N -0.3558 0.4046 4.8928  0.14
S -1.3783 -0.8810 2.7501  0.73
H 0.3085 -1.8274 5.8167  0.15
H -0.1771 -2.7854 4.4507  0.13
H -0.7827 1.2438 4.5127  0.09
H -0.1690 0.4195 5.8945  0.15

=====

This record from OMol25 describes 5 unconnected molecules or ions with the total composition C23H36O17 at a distorted geometry. The level of theory is the ωB97M-V functional and the def2-TZVPD basis.

## Properties
Strongest force on any atom (eV/Å): 1.23
Energy (Ha): -2177.014017
SMILES: C#CCC1=C(OCCOCC)C(=O)OC1=O.COC(=O)OC.COC(=O)OC.COC(=O)OC.COC(=O)OC
Gap between HOMO and LUMO (eV): 9.50
Molecular weight (g/mol): 584.52
HOMO level (eV): -10.23
Spin multiplicity: 1
Lowest unoccupied orbital energy (Eh): -0.0268

Each line ends with the Löwdin charge.
Positions of all 76 atoms, in Å:
C 1.1870 -5.5968 -1.5398  0.14
C 1.4290 -4.4218 -1.5004  -0.12
C 1.9344 -3.0601 -1.3884  -0.11
C 1.3952 -2.2064 -2.4861  -0.05
C 0.6569 -1.1152 -2.4054  -0.16
O 0.1530 -0.4755 -1.3357  0.00
C -0.7421 -1.2548 -0.5282  -0.12
C -1.8098 -1.9854 -1.2943  -0.20
O -2.6171 -1.0794 -2.0104  -0.15
C -3.9405 -1.5295 -2.2244  -0.25
C -4.0600 -2.9483 -2.7959  -0.07
C 0.4009 -0.5560 -3.7750  -0.34
O -0.1561 0.4327 -4.1004  0.22
O 0.9969 -1.4471 -4.6435  0.16
C 1.6206 -2.4449 -3.9465  -0.38
O 2.2219 -3.3388 -4.4452  0.18
H 0.8819 -6.5718 -1.8131  0.03
H 3.0193 -3.0485 -1.4898  0.14
H 1.7170 -2.6236 -0.4209  0.10
H -0.2388 -1.9684 0.1242  0.12
H -1.2392 -0.5374 0.1191  0.14
H -2.4039 -2.5451 -0.5648  0.14
H -1.4054 -2.7368 -1.9773  0.13
H -4.5464 -1.4335 -1.3201  0.12
H -4.3645 -0.8472 -2.9555  0.12
H -4.1225 -3.6648 -1.9792  0.07
H -5.0015 -3.0196 -3.3321  0.08
H -3.2372 -3.2065 -3.4525  0.08
C -1.8257 2.2274 -1.6436  -0.03
O -1.9668 2.8893 -0.3789  0.01
C -3.2262 3.0803 0.0028  -0.63
O -4.2097 2.7492 -0.6053  0.12
O -3.2119 3.7007 1.1841  0.00
C -4.5083 3.9712 1.7206  -0.04
H -0.7619 2.1298 -1.8346  0.09
H -2.2706 1.2356 -1.6113  0.08
H -2.2758 2.8183 -2.4393  0.10
H -5.0555 3.0449 1.8878  0.10
H -5.0702 4.6262 1.0574  0.10
H -4.3543 4.4723 2.6729  0.09
C -2.7493 3.2870 6.4371  -0.04
O -3.5616 3.8630 7.4619  0.01
C -4.3895 4.8134 7.0321  -0.63
O -4.4923 5.1977 5.8974  0.12
O -5.0823 5.2640 8.0760  0.01
C -6.0165 6.2970 7.7577  -0.04
H -2.1289 2.5361 6.9175  0.09
H -3.3677 2.8101 5.6788  0.10
H -2.1113 4.0422 5.9819  0.10
H -6.7614 5.9370 7.0505  0.10
H -5.5037 7.1677 7.3535  0.10
H -6.5073 6.5696 8.6874  0.09
C 3.3704 -1.9475 5.7323  -0.04
O 2.6444 -1.9582 4.5014  0.00
C 3.0629 -1.0581 3.6137  -0.63
O 3.9624 -0.2776 3.7681  0.13
O 2.3084 -1.1745 2.5196  0.00
C 2.6476 -0.2618 1.4739  -0.03
H 2.9326 -2.7196 6.3581  0.09
H 4.4204 -2.1764 5.5608  0.10
H 3.2714 -0.9838 6.2282  0.10
H 3.6702 -0.4250 1.1370  0.10
H 2.5186 0.7685 1.7993  0.10
H 1.9663 -0.4570 0.6491  0.07
C 4.6647 -2.5655 -6.6793  -0.03
O 5.3292 -1.3169 -6.4577  0.01
C 6.4076 -1.3998 -5.6840  -0.63
O 6.8427 -2.4006 -5.1790  0.12
O 6.9253 -0.1763 -5.5620  0.00
C 8.0986 -0.1162 -4.7510  -0.04
H 3.8099 -2.3571 -7.3159  0.10
H 5.3254 -3.2671 -7.1857  0.10
H 4.3126 -2.9863 -5.7418  0.08
H 8.8932 -0.7252 -5.1782  0.10
H 7.8815 -0.4411 -3.7350  0.10
H 8.4131 0.9234 -4.7352  0.09